No. 1
This record from the OMol25 dataset describes 14 unconnected molecules or ions with the total composition C14H56N28O14 at a distorted geometry. The level of theory is ωB97M-V/def2-TZVPD.

Summary:
energy relative to the best compared isomer or geometry (same formula, charge and spin)	189.0	kJ/mol
HOMO-LUMO gap	0.310	Eh
M	840.78	g mol⁻¹
HOMO	-8.60	eV
spin multiplicity	1
calculated total energy	-3154.2146	a.u.

The geometry in XYZ format:
```
112
C14H56N28O14 | the OMol25 dataset | ωB97M-V/def2-TZVPD
C -2.3343 -4.3689 -1.6311
H -0.6896 -0.6128 -1.7226
O -2.6020 -0.2745 1.4514
H 4.6099 3.0404 -2.1238
C 2.8641 4.0575 -1.9558
C 0.7002 3.3754 5.2454
H -0.3182 5.1491 5.2344
O -1.3548 5.7039 -0.3646
H -4.1191 -3.5602 -0.9387
N 4.2752 3.7918 1.3596
O 5.5929 -1.1406 -0.5579
C 1.4847 -2.9527 -2.6323
O 0.6858 2.0094 -4.7012
C 1.1671 -3.6629 1.5574
C 0.4767 -0.6440 4.7001
C 3.1896 3.4578 2.0197
H -3.3884 3.3765 0.4350
H -2.9814 -0.3164 -2.9189
C -1.7667 4.5699 -0.1623
N -3.0540 4.2934 0.2116
N 0.4662 -2.5262 1.6933
C 1.2639 0.9392 -4.8273
N 3.6960 2.9873 -1.7094
C -3.3914 -0.2872 2.4261
N -0.7463 -0.2141 -0.7958
H 3.2387 2.1282 -1.4478
C 4.6254 -1.5632 0.0833
H 5.7126 -2.5491 1.3131
C -5.0665 -1.2246 -1.0976
N 1.5922 3.7943 -1.5510
H 2.3388 -0.6052 -4.0092
N -4.3346 -0.0878 -0.9596
H -0.2192 0.1816 1.4211
H -1.4427 -0.5700 -0.1652
N 2.7969 -3.1139 -2.8277
H -3.7386 5.0282 0.2166
H 0.8467 -5.5953 0.9584
H 3.3125 -0.6625 -1.0074
H 0.7600 -1.7049 2.2002
H 3.5093 -2.7379 -2.2225
O 0.9953 1.1283 -1.3365
H -2.2627 -2.5203 -0.8244
H -4.9588 -1.3581 1.5778
H 1.6849 0.5752 -2.8645
H 0.8261 0.5588 -6.8636
H 0.9985 -2.5164 5.5250
H 0.3322 -2.5627 4.0240
N -3.0174 0.1931 3.6228
H -0.6581 -0.5579 -5.4220
H 1.0432 4.8427 6.4336
C -2.3174 -1.3197 -4.4870
O 3.2359 5.1055 -2.4648
O 2.3759 -3.6835 1.8427
H -1.3553 2.5673 0.0892
H 1.3593 2.8215 -1.3486
H -3.8533 0.1592 -0.1024
H 2.5970 3.2992 4.0397
N 1.2508 0.2494 -6.0071
H -0.5299 -4.5593 0.8132
C 0.3154 0.5389 -0.4705
H 3.9432 -2.8471 1.5880
O 1.0189 -2.3405 -1.6448
H 2.5430 -1.5739 0.2782
O -1.7836 -5.3579 -2.1264
H -0.2995 -3.7222 -3.2060
H -0.7030 -3.0622 -1.3334
H -4.8072 0.6459 -1.4549
H 5.0286 4.3725 1.6721
H 1.6486 -0.3656 6.2756
O -5.0582 -2.1376 -0.2534
N 0.6771 -3.6660 -3.4416
H -3.6361 -0.0683 4.3674
H 1.0469 -4.2183 -4.1923
N 4.7394 -2.5209 1.0518
N -1.3674 -1.2705 -5.4352
H -5.9719 -0.3351 -2.7072
N 0.7271 -1.9658 4.7293
N -2.1681 -0.4131 -3.5045
H -3.9497 -5.3132 -1.2856
H 1.0455 1.3755 1.3081
H 0.0045 3.5160 -0.3253
O -0.1157 -0.1228 3.7323
H 0.8726 4.4830 -1.6893
N -1.7098 -3.1991 -1.3187
H -2.1258 0.6534 3.7114
H 1.8446 -0.5467 -6.1666
H -1.3000 -1.9942 -6.1260
N -0.1659 2.8628 4.3345
H -0.5335 -2.6467 1.7754
H -6.4333 -2.0111 -2.3275
H -5.1139 -0.9137 3.2645
O -3.2162 -2.1752 -4.5173
H 0.6996 1.0443 5.8213
N -3.6544 -4.3508 -1.3578
H -0.6259 3.5703 3.7832
N 1.8126 0.2255 -3.8154
O 2.2057 2.8710 1.5342
N 0.4685 0.6689 0.8695
H 3.1681 -3.6622 -3.5834
N 0.3836 4.6156 5.7072
H 4.0461 4.2087 3.6599
N 3.2193 3.7207 3.3667
H -1.5084 0.3389 -3.6284
N 0.4311 -4.6878 1.0691
H 0.0904 1.9946 3.8745
N 0.9061 0.0596 5.7484
N -4.5936 -0.9080 2.4070
O 1.7055 2.7527 5.6397
N -5.8594 -1.1922 -2.2084
N -0.9950 3.4669 -0.1723
N 3.3614 -1.1628 -0.1329
H 4.3382 3.4347 0.4118
```


No. 2
This record from the OMol25 dataset describes a molecular structure, C13H28GdNO4P2 at a distorted geometry. The level of theory is ωB97M-V/def2-TZVPD.

Summary:
energy relative to the best compared isomer or geometry (same formula, charge and spin)	0.0	kJ/mol
HOMO-LUMO gap (alpha / beta)	0.286 / 0.241	Eh
M	481.57	g mol⁻¹
HOMO (alpha / beta)	-7.27 / -6.72	eV
spin multiplicity	8
calculated total energy	-2316.2055	a.u.
<S²>	16.04

The geometry in XYZ format:
```
49
C13H28GdNO4P2 | the OMol25 dataset | ωB97M-V/def2-TZVPD
H 1.5857 -1.2464 5.5362
H -0.7555 1.2427 1.6744
H 1.4070 -1.4283 0.3278
C 0.4649 -1.0286 3.7097
H 0.8470 -2.8541 0.1291
P 2.1128 1.5529 0.7414
H -0.0095 -2.0673 5.5063
O -0.7166 -3.1598 -2.5422
H 3.6558 0.5014 -0.7974
H -4.6365 -0.2520 -0.9117
O -0.5699 -1.4565 3.0733
H 0.1530 -4.0527 0.8540
C 2.5638 2.6940 2.0849
H -2.8061 -0.4504 -2.5399
C -0.0700 2.0408 -3.9235
C 0.5503 -1.1810 5.2058
H -2.3464 -3.1900 -0.3332
H 0.1047 -0.3008 5.6878
C 3.7541 0.9697 0.1895
H 4.1091 0.2102 0.8970
H 1.2494 3.5897 -0.2319
H -3.6658 1.2387 -0.6643
N -0.0626 0.9662 -1.3146
P -2.3747 -0.7573 -0.2105
H -4.2962 0.3461 0.7462
H -0.0440 -3.1321 -3.2389
O 0.1992 -3.6130 -0.0107
H -3.9231 -2.5080 -0.8820
C 1.6847 2.6651 -0.6563
H -1.5154 0.4786 -4.3258
C 0.7238 2.0199 -1.6464
C -3.1096 -2.4251 -0.1494
C -0.8911 0.4810 -2.2765
O 1.3990 -0.4283 3.0714
C -3.8965 0.2422 -0.2692
C -0.8707 0.9584 -3.5917
H 3.4515 3.2838 1.8214
Gd 0.0643 -0.3396 1.0991
H 4.4604 1.8085 0.1418
H 2.6328 2.9032 -1.1717
C -1.8702 -0.6314 -1.9844
H 1.7147 3.3540 2.3000
H -1.4356 -1.6237 -2.3076
H 1.3434 3.4617 -3.0999
H 2.7624 2.0927 2.9818
H -3.5119 -2.5817 0.8591
H -0.0583 2.4449 -4.9335
C 0.7117 2.5962 -2.9191
H -0.2690 -3.4344 -1.7059
```


No. 3
This record from the OMol25 dataset describes 2 unconnected molecules or ions with the total composition C14H16BF3O at a distorted geometry. The level of theory is ωB97M-V/def2-TZVPD.

Summary:
HOMO-LUMO gap	0.247	Eh
M	268.09	g mol⁻¹
HOMO	-6.77	eV
spin multiplicity	1
calculated total energy	-942.7093	a.u.
SMILES	CC(C)=C1C=CC=C[C@@H]1B(F)F.Cc1ccc(F)o1

The geometry in XYZ format:
```
35
C14H16BF3O | the OMol25 dataset | ωB97M-V/def2-TZVPD
F -1.1350 1.7625 1.9496
C -4.0169 0.5770 -0.6689
C 0.5316 1.2188 -1.4922
O -2.0374 0.1764 -2.0161
H -3.6837 1.0464 0.2696
H 0.9983 2.3369 0.7629
C 2.3077 1.6351 2.3298
H 1.5470 -1.9940 -0.8397
C -2.9628 -0.3025 -1.1181
B -0.0139 1.1121 2.2960
F -0.1223 0.1025 3.1675
H 3.7291 0.6677 3.6669
H -0.0545 1.0573 -2.4045
C 1.9161 -0.9445 1.2965
C 1.4091 -1.1462 -1.4987
H 1.7335 -1.9807 0.9921
C 0.7435 -0.0456 -0.7747
H 3.2310 -1.5801 2.8806
H 1.4831 1.7123 -1.7769
H 0.8172 -1.4578 -2.3757
H 2.3959 -0.8607 -1.8807
C 3.0158 0.5785 2.8369
C 1.2283 1.4263 1.3349
H 2.5876 2.6410 2.6366
F -0.7222 -0.8003 -3.5248
C -2.6939 -1.6155 -0.8137
C 1.2163 0.0870 0.6106
H -3.2606 -2.2509 -0.1077
H -1.0862 -2.9531 -1.6294
H -0.0004 1.9160 -0.8438
C -1.0896 -0.8124 -2.1958
H -4.2202 1.3942 -1.3710
C 2.7472 -0.7338 2.3893
C -1.5909 -1.9763 -1.5854
H -4.9478 0.0062 -0.5022
```


No. 4
This record from the OMol25 dataset describes 10 unconnected molecules or ions with the total composition C40H50N10 at a distorted geometry. The level of theory is ωB97M-V/def2-TZVPD.

Summary:
energy relative to the best compared isomer or geometry (same formula, charge and spin)	2264.1	kJ/mol
HOMO-LUMO gap	0.298	Eh
M	670.91	g mol⁻¹
HOMO	-7.60	eV
spin multiplicity	1
calculated total energy	-2100.8404	a.u.
SMILES	c1cc[nH]c1.c1cc[nH]c1.c1cc[nH]c1.c1cc[nH]c1.c1cc[nH]c1.c1cc[nH]c1.c1cc[nH]c1.c1cc[nH]c1.c1cc[nH]c1.c1cc[nH]c1

The geometry in XYZ format:
```
100
C40H50N10 | the OMol25 dataset | ωB97M-V/def2-TZVPD
N -3.2355 -5.1378 -2.1302
C 0.0813 -1.1994 -2.1704
H 0.2983 -6.2684 3.0187
H 0.6080 3.2524 -6.0432
C -3.3094 -1.2329 1.9616
C -2.6511 -4.7646 -4.3508
C -0.7716 5.9535 1.9468
H -4.5940 1.9456 2.0874
C -4.2447 -1.3705 -2.1763
C -4.3163 0.1473 -2.4379
H -2.2812 -0.9858 -4.7702
H -2.1931 -1.0237 -1.8989
C 2.9467 0.5420 5.1867
C -2.9757 -0.9952 -4.0862
H 2.1741 2.3674 2.3617
H -3.7229 1.0015 4.5451
H -3.7418 -5.4540 -1.3431
H -4.9456 0.9247 -1.8115
H 4.2551 1.9897 4.0088
C -1.4352 3.6679 1.2873
H -0.6714 -4.3532 4.8207
C 4.8957 -0.1806 -1.5353
C 4.7012 -0.6221 -0.0332
N 0.5237 1.2232 -3.6235
C 1.9046 1.3327 -3.6229
C 0.5184 0.0225 -0.0424
N -0.0149 -3.1516 1.7023
H 5.8193 -1.4331 -3.1459
C 3.8652 3.4317 0.6221
C -3.8089 -5.0577 -3.4194
H -3.1049 1.3415 -4.0593
H -1.3290 2.9171 0.6242
H -4.8333 -5.2675 -3.5789
C 0.0794 -4.6070 1.5590
C 5.5783 -1.3450 -2.2535
C 0.9684 2.7533 -5.3536
H 2.2217 -0.6582 -1.3751
H -0.3220 6.8651 1.8254
C -3.0294 -0.7235 3.4100
C 3.2990 1.5344 4.0060
H 4.5397 2.7486 0.0046
H -0.4690 -4.1693 -3.8704
C 3.9819 4.2109 1.9184
H 0.2027 -1.8634 -3.0928
H -3.4335 -2.8703 -3.2830
C -4.0936 -0.1114 1.3036
N -3.4646 -1.8683 -3.1090
N -3.7052 0.5135 3.5709
H -1.1201 2.0259 -4.7825
C 2.2860 2.2845 -4.6816
H -0.0753 0.7269 -2.8423
H 1.6413 2.9999 -0.6030
H 4.3019 0.0717 0.8469
H 0.7760 -0.6322 5.1480
H -1.2482 5.5966 4.1408
C 0.0128 -5.2292 2.8588
H 0.2263 1.0654 3.2455
H -1.1475 -4.4707 -1.3033
N -1.0182 5.0052 0.8529
N 1.7320 4.0955 1.4164
H 0.1037 -4.8931 0.4933
H 0.0562 -2.5909 0.8756
C -0.9635 -0.0952 -0.3742
C 2.5611 4.5650 2.4028
H 4.7882 0.5300 -2.1077
H -4.6801 -1.7436 -1.3077
H 5.0070 -2.4355 0.8865
H 2.3434 4.9621 3.3635
H -2.8963 -2.2860 1.7808
H 3.6002 0.1938 6.0894
C -1.4667 -4.3904 -3.5573
C -1.8022 -4.8009 -2.1816
H -1.4825 2.7705 3.4313
C 1.4822 0.2068 4.7873
H 1.1506 0.6113 0.5788
C -4.0750 1.0424 2.3380
H -0.8627 5.3950 -0.1859
C -3.4899 0.3814 -3.6888
N 2.2134 1.7012 3.1244
C -1.5105 3.8104 2.7853
H 3.2793 2.3182 -4.9299
H 2.6717 0.8525 -2.9313
N 5.1460 -1.9241 0.0174
H -2.8082 -4.7451 -5.4407
N -1.1468 -0.7789 -1.5494
C -0.1054 2.0687 -4.5515
C -0.4566 -4.2067 3.7846
C 5.4603 -2.4272 -1.1310
H 0.7295 4.2531 1.5662
H -1.8025 0.2141 0.3181
C -0.3150 -2.8747 3.0574
C 1.1190 0.9403 3.5545
C -1.2738 5.1632 3.1711
H -0.4671 -1.7608 3.4671
H 4.7276 4.3747 2.4160
H 5.4981 -3.4803 -1.3050
H -2.5703 -1.0109 4.1444
C 1.1652 -0.8166 -1.2038
C 2.3371 3.4636 0.2959
H -4.3969 -0.0686 0.2655
```